17
Properties=species:S:1:pos:R:3:forces:R:3 method="wB97M-V/def2-TZVPD" gap_ev=10.460 e_lumo_ev=0.449 smiles="CC(=O)C(=O)O[C@@H](C)O"
C 0.083 2.227 -2.115 0.1 0.3 0.0
H 1.124 -1.426 1.389 -0.2 0.1 -0.2
C 0.090 -1.382 1.003 0.4 -0.2 0.5
O -0.089 -2.243 -0.054 -0.2 -0.2 -0.3
H 0.592 -2.070 -0.725 -0.1 0.0 0.3
O 0.295 2.768 0.220 0.0 -0.2 0.0
H -0.052 3.292 -2.287 0.0 0.0 0.0
H -0.798 1.682 -2.450 -0.1 -0.1 -0.1
C -0.917 -1.684 2.095 0.3 0.3 -0.4
O 1.418 -0.168 -1.014 0.0 0.1 -0.1
H -0.801 -0.970 2.907 0.0 0.0 0.0
H 0.937 1.852 -2.677 0.0 0.0 -0.1
H -1.922 -1.613 1.685 -0.1 0.0 0.0
C 0.307 1.953 -0.661 0.0 0.0 -0.3
C 0.608 0.469 -0.383 0.1 -0.1 0.3
O -0.126 0.002 0.607 -0.3 0.1 0.2
H -0.749 -2.689 2.462 0.0 -0.1 0.1

***

15
Properties=species:S:1:pos:R:3:forces:R:3 method="wB97M-V/def2-TZVPD" gap_ev=8.026 e_lumo_ev=-0.518 smiles="C/C=C/C(=S)CO"
H -1.971 0.587 -0.589 -0.4 -0.1 0.3
H 0.404 -1.579 2.687 0.3 0.6 -0.6
O 1.609 -1.511 0.949 -1.1 -0.9 -1.1
C -0.937 0.600 -0.866 1.2 -0.7 0.2
C -0.612 0.707 -2.315 -0.7 1.6 -1.6
C -0.115 0.132 1.465 -0.5 1.0 -0.2
S -1.288 0.900 2.314 0.6 -0.7 0.1
H 1.661 -0.353 2.579 0.4 0.5 0.3
C 0.047 0.415 0.038 0.0 0.3 -0.9
H 1.074 0.420 -0.360 -0.5 -0.2 0.3
H 0.494 0.912 -2.457 -1.4 -0.6 -0.1
H -1.176 1.619 -2.734 0.9 -1.0 0.6
H 0.957 -1.898 0.278 1.3 0.8 1.6
H -1.059 -0.104 -2.983 1.0 0.6 1.1
C 0.911 -0.848 1.995 -1.1 -1.2 0.0

***

15
Properties=species:S:1:pos:R:3:forces:R:3 method="wB97M-V/def2-TZVPD" gap_ev=9.871 e_lumo_ev=0.878 smiles=SC1([C@@H]2CO2)CC1
C 0.591 -0.165 -0.002 0.7 -6.1 1.9
O -1.500 -1.633 0.178 0.7 3.1 -0.7
H -2.571 -0.071 -0.755 -1.1 0.4 0.8
H -0.591 -0.504 -1.676 -0.9 -0.9 3.0
C -0.708 -0.561 -0.446 0.2 -1.3 -3.3
H 0.206 1.563 -1.113 0.7 -0.5 -0.2
C 1.014 0.970 -0.644 3.7 4.7 -5.1
H 1.845 1.079 1.533 -1.8 -0.7 -1.9
C -1.918 -0.166 0.106 -2.4 -0.9 0.3
H 2.054 0.996 -1.276 -2.6 0.1 1.9
H 1.137 -2.554 0.954 0.0 1.7 -1.0
S 1.614 -1.644 -0.033 1.1 -1.3 0.4
H -0.011 1.328 1.325 1.5 0.4 -1.0
H -2.100 0.381 1.057 0.3 -0.6 -0.9
C 0.936 0.980 0.792 0.0 1.9 5.8

***

16
Properties=species:S:1:pos:R:3:forces:R:3 method="wB97M-V/def2-TZVPD" gap_ev=9.163 e_lumo_ev=0.277 smiles="C=CS[C@H](C)OC=S"
H -2.294 -3.128 0.380 -0.3 -0.1 0.0
H 0.130 0.380 1.075 0.0 0.3 -0.5
C -1.253 -1.507 -0.362 -1.2 0.4 0.5
C 0.170 0.753 0.028 0.3 -0.1 1.4
H -0.338 -2.048 -0.508 0.4 -0.1 0.0
C 2.372 -0.220 0.134 -1.1 0.4 0.1
H 2.290 0.124 1.180 0.2 -0.2 -0.2
O 1.303 0.164 -0.593 1.0 -0.8 -0.5
H -3.329 -1.535 0.192 1.1 -0.6 0.2
C 0.271 2.263 -0.073 -1.8 -0.8 0.5
H 0.914 2.684 0.677 0.3 0.2 0.3
S 3.570 -1.101 -0.467 0.1 0.1 0.1
S -1.322 0.201 -0.797 0.2 -0.1 -0.4
H 0.651 2.432 -1.052 0.1 0.7 -0.8
C -2.352 -2.078 0.131 -0.2 0.3 -0.5
H -0.782 2.616 0.054 1.0 0.3 -0.2

***

16
Properties=species:S:1:pos:R:3:forces:R:3 method="wB97M-V/def2-TZVPD" gap_ev=8.705 e_lumo_ev=-0.569
C 0.944 -0.372 0.004 0.6 -0.3 0.1
S 2.340 -1.469 -0.372 0.1 1.6 0.9
S 2.404 0.609 0.613 -0.7 -2.4 -0.8
C -1.287 0.316 -0.681 0.0 0.0 0.1
H -0.299 -1.885 0.859 0.1 0.0 0.0
H -1.857 -0.468 -1.181 0.0 0.0 0.0
H -1.138 1.001 1.366 0.0 0.1 0.1
H 0.315 -0.274 -2.061 0.0 0.1 0.1
H 0.363 -0.771 2.064 0.0 -0.1 0.0
O 2.693 1.659 -0.342 0.3 0.7 -0.3
C 0.180 0.281 -1.131 0.0 0.1 -0.2
H -1.749 1.275 -0.911 -0.1 -0.1 -0.1
H -2.180 -0.405 1.188 0.0 0.1 0.1
C -0.044 -0.840 1.054 -0.2 0.1 0.1
H 0.577 1.283 -1.302 0.0 0.0 0.0
C -1.262 0.059 0.833 0.0 0.0 0.0

***

16
Properties=species:S:1:pos:R:3:forces:R:3 method="wB97M-V/def2-TZVPD" gap_ev=8.919 e_lumo_ev=0.674 smiles="SCC1=CSCOC1"
H 0.747 -1.545 -1.657 2.9 1.6 -1.0
C -1.237 0.434 -0.743 4.3 -2.6 1.9
H -0.480 0.646 2.228 0.9 3.6 -1.6
C -0.193 1.466 1.288 -0.4 -1.9 0.1
C -0.203 -1.740 -1.375 -2.3 -4.3 1.1
H -1.859 1.210 -0.790 -2.3 3.2 0.1
H 1.738 2.628 0.069 -0.8 -0.6 0.7
S -1.494 -0.753 -1.987 -0.3 0.9 0.5
C -0.251 0.373 0.238 -1.8 0.6 -1.8
C 0.653 -0.837 0.512 -0.9 -1.2 1.0
O -0.196 -2.058 0.051 2.5 3.3 -1.1
H 0.741 -0.999 1.680 0.2 0.4 -2.4
H -0.791 2.390 1.046 -0.3 -1.6 0.8
H -0.381 -2.674 -1.883 -0.2 -0.7 -0.1
S 1.498 2.192 1.360 0.8 -0.1 0.4
H 1.707 -0.731 -0.038 -2.3 -0.7 1.4

***

16
Properties=species:S:1:pos:R:3:forces:R:3 method="wB97M-V/def2-TZVPD" gap_ev=8.039 e_lumo_ev=-0.760 smiles="CC(=S)C(=O)[C@@H](C)S"
C -0.051 0.404 0.165 2.8 -0.2 0.1
C 1.619 0.124 -0.090 -3.1 -0.4 -0.2
C -2.089 -0.530 1.345 1.3 3.4 1.2
H 1.682 0.890 -2.114 1.1 -0.8 1.0
H 3.181 0.894 -1.015 3.1 0.4 -0.7
H -1.659 0.185 2.185 -1.4 -1.8 -0.8
H -0.976 -0.337 -1.816 -0.3 -0.9 0.5
O -0.506 1.488 -0.033 0.0 0.5 0.0
C 2.181 1.038 -1.094 -3.4 -1.0 -1.2
H -2.659 -1.373 1.650 0.2 -0.9 0.7
C -0.794 -0.807 0.567 -2.2 0.8 -1.8
S 2.374 -1.147 0.544 0.0 0.3 0.2
S -1.145 -1.510 -1.102 0.2 0.5 -0.9
H -0.035 -1.442 0.916 0.3 -1.3 1.4
H -2.878 0.138 0.890 1.4 -0.6 -0.4
H 1.753 1.986 -0.996 0.1 2.0 1.0

***

16
Properties=species:S:1:pos:R:3:forces:R:3 method="wB97M-V/def2-TZVPD" gap_ev=9.049 e_lumo_ev=0.238
H -0.038 -1.820 0.158 0.2 0.2 -0.1
C 0.312 0.292 0.469 2.8 -1.7 -0.4
C -1.733 -0.228 -0.495 -2.3 0.7 3.1
H -1.148 -0.455 1.797 -0.2 -0.7 0.0
H -2.620 -0.948 -0.291 1.7 0.8 -0.7
H 3.016 1.662 -0.127 0.1 -4.0 -0.5
S 0.382 1.746 -0.396 1.1 3.5 -1.3
H -1.535 1.080 1.226 -0.5 2.2 0.7
C 1.536 -0.631 0.226 5.1 0.5 1.8
O -0.711 -0.728 -1.340 0.4 0.5 -1.1
H 1.830 -1.468 0.930 -0.7 1.1 -0.6
C -1.022 0.226 0.965 -2.2 -3.7 -0.1
H 0.321 1.499 -1.721 0.1 -0.6 0.2
H -2.162 0.797 -0.687 0.5 -1.3 -1.4
C 0.351 -0.968 -0.423 -4.8 -1.2 -0.1
S 3.219 -0.056 -0.292 -1.3 3.7 0.5

***

15
Properties=species:S:1:pos:R:3:forces:R:3 method="wB97M-V/def2-TZVPD" gap_ev=8.595 e_lumo_ev=0.544 smiles="[PH2]#P1C=CC=CC1"
C -1.962 -0.131 0.119 -4.0 -0.9 0.0
C -1.108 -1.268 0.194 -1.8 -3.6 0.3
H 0.382 1.402 1.161 -0.7 0.0 -1.6
H 3.217 0.651 -0.668 0.6 1.3 0.6
H -3.125 -0.349 0.104 2.6 0.5 0.2
C -0.017 1.327 0.073 0.8 -0.4 1.3
C -1.511 1.085 0.058 2.2 1.1 0.1
H 3.337 -0.924 -0.211 0.6 -2.4 -0.6
P 0.952 0.031 -0.879 -0.3 0.0 0.0
H 0.201 2.244 -0.448 0.1 0.6 0.1
C 0.149 -1.393 -0.180 0.1 -0.9 -0.4
H 0.550 -2.421 -0.269 0.1 0.8 0.2
H -1.664 -2.247 0.398 0.8 1.4 0.0
P 2.659 0.009 0.466 0.1 1.7 0.1
H -2.060 1.983 0.083 -1.1 0.6 -0.2

***

14
Properties=species:S:1:pos:R:3:forces:R:3 method="wB97M-V/def2-TZVPD" gap_ev=8.814 e_lumo_ev=0.981 smiles="C[C@@H]1CC=CS1"
C 0.388 0.155 1.897 -1.0 -0.4 0.0
C -0.850 -0.706 0.047 0.9 -0.7 0.3
H 1.486 1.078 -1.863 0.1 0.0 0.2
H -1.697 -0.267 2.073 -0.5 0.1 0.4
H -0.041 0.707 -2.481 -0.6 -0.4 0.0
C 0.525 -0.383 -0.647 -1.5 -0.5 1.4
H 0.087 1.681 -0.993 0.1 -0.5 -0.3
H 0.673 0.503 2.879 -0.2 0.0 0.0
H 0.870 -1.279 -1.110 0.4 -0.5 -0.6
H -1.641 -0.236 -0.459 -1.1 0.8 -0.9
C 0.480 0.798 -1.537 0.5 1.8 -0.6
S 1.640 -0.037 0.727 1.4 0.1 0.1
C -0.818 -0.241 1.472 1.1 0.3 0.0
H -1.102 -1.773 -0.005 0.3 0.0 0.1

***

14
Properties=species:S:1:pos:R:3:forces:R:3 method="wB97M-V/def2-TZVPD" gap_ev="8.733 / 8.732" e_lumo_ev="0.256 / 0.255" smiles="CC1(C)C=CS1"
C 0.813 -0.976 0.595 0.2 -0.1 -0.8
C -0.217 -0.307 -0.228 -0.6 0.2 -0.4
H 1.471 -1.611 0.030 0.1 -0.4 -0.6
C 0.407 0.683 -1.072 -2.2 1.7 -2.2
H 0.183 -1.554 1.177 -0.1 -1.5 2.3
C -2.423 -0.272 0.189 2.3 -2.7 -2.2
H -0.359 1.031 -1.767 -0.2 -0.1 -0.5
H 1.456 -0.246 1.041 0.1 0.4 1.0
H -3.312 -0.806 0.370 -1.2 0.6 0.3
C -1.327 0.318 0.603 0.0 -0.8 -0.7
S -1.252 -1.483 -1.298 -1.5 1.7 2.8
H 0.508 1.600 -0.560 1.6 1.0 0.9
H -1.190 1.085 1.344 0.0 0.1 0.4
H 1.154 0.297 -1.704 1.5 -0.2 -0.3

***

14
Properties=species:S:1:pos:R:3:forces:R:3 method="wB97M-V/def2-TZVPD" gap_ev="7.088 / 8.259" e_lumo_ev="0.538 / 0.525"
C 2.456 -0.035 -0.478 -0.1 -1.7 0.5
H 3.130 -0.838 -0.095 -1.2 0.4 -0.3
H -2.605 0.035 -0.519 1.0 -1.3 0.2
C -1.536 -0.393 -0.419 -1.9 0.5 -1.2
H -0.778 1.231 -1.873 0.0 0.2 -0.2
H 1.541 -0.106 -1.045 0.4 -1.2 -0.1
C -0.222 0.158 1.521 -1.3 -0.3 -0.2
C -0.746 0.806 -0.892 0.2 -1.3 0.7
H 0.160 0.258 2.559 -0.4 -0.2 -1.0
S 0.301 1.310 0.304 0.7 0.9 0.5
C -1.228 -0.597 1.013 -0.6 -0.5 2.2
H -1.961 -1.247 1.640 1.8 1.0 -1.1
H -1.482 -1.395 -0.979 0.0 1.5 0.4
H 2.970 0.814 -0.738 1.3 2.1 -0.5

***

Computed calculated total energy, in the same sequence as the records: -496.29028; -668.68089; -668.57279; -1066.86852; -1066.90163; -1066.80072; -1066.85477; -1066.67433; -877.92851; -593.47734; -593.37015; -593.31637 Ha.
Computed ΔE to the lowest compared entry with this formula, charge and spin, in the same sequence as the records: 32.48; 151.37; 435.19; 165.01; 78.09; 343.01; 201.11; 674.84; 88.78; 28.59; 310.01; 451.22 kJ/mol.